1.
10
Properties=species:S:1:pos:R:3:lowdin_charge:R:1 method="wB97M-V/def2-TZVPD" lumo_ev="0.345 / -0.374" max_force_ev_per_a=3.52 total_energy_ev=-29517.04794 homo_lumo_gap_ev="8.031 / 7.584" de_lowest_kcal_mol=63.94
Cl -0.3039 1.9151 0.7030 0.12
O 1.9051 0.2844 -0.0256 -0.58
P 1.3680 1.6645 -0.5297 0.55
C 1.7124 -0.5830 0.9251 -0.10
N -1.7216 -0.7508 -0.3734 0.17
H 2.3609 -1.3999 1.1140 0.06
O -1.9823 0.7263 -2.1464 0.14
H -2.3346 -1.4378 0.0596 0.10
C -1.9245 -0.0715 -1.3163 -0.50
H 0.9206 -0.3473 1.5898 0.02

=====

2.
25
Properties=species:S:1:pos:R:3:lowdin_charge:R:1 method="wB97M-V/def2-TZVPD" lumo_ev=-1.400 max_force_ev_per_a=7.40 total_energy_ev=-84596.24229 homo_lumo_gap_ev=7.052 de_lowest_kcal_mol=196.60
H 1.2073 2.4272 1.6974 0.09
N 1.0904 -1.1808 -1.0045 0.05
H 2.6132 1.0847 -0.9277 0.10
C 1.3522 -2.6558 -0.8924 -0.06
H -3.5038 -2.0586 1.2717 0.10
C -0.2387 -0.7973 -0.4184 -0.11
N -1.0768 -3.3651 0.2965 0.04
C 1.9118 1.6020 1.2006 -0.14
H -2.3719 2.5073 0.2342 0.06
C -2.7129 -1.2872 0.8217 -0.02
C -2.0534 1.3777 0.2107 -0.02
H 0.6352 1.4482 -2.2387 0.11
C -0.6276 0.8213 -0.4346 -0.11
H 2.3872 -3.0672 -1.2897 0.11
C 1.9189 1.9048 -0.4106 -0.32
C -1.2777 -1.8786 0.2102 -0.15
C 0.2811 -3.7014 -0.2541 -0.08
Br -0.2014 3.7390 -1.3200 0.60
H 2.4394 2.9445 -0.6722 0.10
H 0.5883 -4.8535 -0.2524 0.11
H 3.0023 1.6908 1.6776 0.09
C 0.4468 1.8505 -1.1307 -0.66
H 1.4846 0.5097 1.4117 0.08
C -3.1295 0.2977 0.8646 -0.06
H -4.1651 0.6400 1.3494 0.10

=====

3.
13
Properties=species:S:1:pos:R:3:lowdin_charge:R:1 method="wB97M-V/def2-TZVPD" lumo_ev=0.364 max_force_ev_per_a=6.04 total_energy_ev=-7796.64427 homo_lumo_gap_ev=9.614 de_lowest_kcal_mol=69.18
C 1.0936 0.6511 0.4677 -0.14
C -0.4673 0.3976 0.3523 -0.26
N -0.8005 0.5238 -1.1305 -0.05
H -1.3051 -1.4870 -1.9917 0.10
C -0.6668 -0.9608 -1.2609 -0.23
O 1.7065 0.6683 1.5945 -0.02
H -1.0460 1.0939 0.9535 0.13
H 1.6537 0.6403 -0.6201 0.16
H -0.1624 1.1292 -1.6962 0.10
H -0.1583 -1.6848 0.8313 0.11
H 0.3363 -1.3426 -1.6629 0.12
C -0.8731 -1.0872 0.2439 -0.12
H -1.8858 -1.3664 0.5256 0.11

=====

4.
109
Properties=species:S:1:pos:R:3:lowdin_charge:R:1 method="wB97M-V/def2-TZVPD" lumo_ev=0.273 max_force_ev_per_a=5.59 total_energy_ev=-530361.35584 homo_lumo_gap_ev=10.217 de_lowest_kcal_mol=35.02
H 2.6984 -27.5599 -11.2741 0.09
H 8.7517 -21.7894 -11.0458 0.06
H 9.2143 -22.5201 -4.3122 0.06
H 8.1574 -18.7398 -10.9346 0.05
P 2.8171 -16.3241 -6.1243 0.33
H 0.1300 -25.3272 -0.2354 0.10
H 7.4754 -24.7923 -3.1425 0.04
C 1.3071 -18.4126 -6.5747 -0.08
H 1.2262 -25.3661 -7.1215 0.09
C -0.0044 -24.8920 -1.2473 -0.07
H 3.8425 -16.0970 -9.6085 0.09
C 8.3862 -22.9509 -3.7247 -0.63
H 3.8666 -20.0316 -7.8618 0.02
P 3.4544 -28.0400 -7.2046 0.37
H 1.9611 -26.1325 -10.5047 0.07
H 4.7416 -15.5317 -4.2079 0.08
C 2.1196 -28.2951 -2.7944 -0.07
O 2.0956 -26.9557 -2.2862 -0.20
H 3.1441 -28.5180 -3.1195 0.08
O 4.5723 -20.0674 -11.1952 -0.28
H 6.0577 -27.8214 -5.7617 0.08
H 5.5462 -16.1488 -10.4459 0.11
O 1.2257 -24.6999 -1.9704 -0.20
P 1.6569 -25.6714 -3.0640 0.31
C 4.2390 -16.4073 -3.8372 -0.10
H 4.8850 -17.3039 -3.8791 0.08
C 1.4346 -26.3800 -7.4954 -0.08
C 4.0938 -21.0801 -7.7322 -0.73
H 1.3627 -28.4707 -3.5509 0.09
Br 8.7291 -20.6010 -13.2736 0.65
H 4.5412 -28.2126 -10.0855 0.09
H 0.9778 -18.5334 -12.1155 0.10
H 1.8279 -13.6735 -6.4752 0.08
H 1.2707 -26.3710 -8.6084 0.07
C 2.0417 -18.7359 -12.3069 -0.09
H 4.4940 -22.6521 -6.2783 0.05
C 1.7681 -26.9679 -11.1613 -0.09
H 9.8169 -20.4936 -11.0857 0.04
O 1.4298 -15.6433 -6.1909 -0.21
H 9.1063 -24.9492 -3.8922 0.06
H 4.1899 -26.6057 -9.3821 0.09
O 4.7599 -17.9363 -9.7895 -0.19
Br 7.3092 -24.7430 -5.6126 0.69
H 5.0357 -21.2366 -8.2728 0.03
H 2.2999 -18.2330 -13.2555 0.09
H 1.4457 -22.6261 -11.8010 0.06
Br 7.8573 -19.8766 -8.8271 0.63
C 4.8400 -27.4804 -9.3356 -0.10
H 4.6532 -19.2444 -13.6127 0.08
H 7.5424 -22.2916 -3.8828 0.00
H 2.4996 -24.0150 -12.0803 0.09
H 5.2959 -27.6926 -4.1652 0.09
H 3.0819 -21.6367 -5.8861 0.06
O 3.8901 -15.5426 -6.7544 -0.22
H 4.8026 -23.8301 -3.3148 0.08
H 0.7475 -27.0328 -6.9661 0.09
O 2.8409 -26.5574 -7.2304 -0.23
O 2.4233 -29.0128 -7.5140 -0.21
H 4.5606 -25.3508 -2.4107 0.08
O 4.9351 -17.7669 -12.2625 -0.22
H 1.8114 -29.0026 -2.0123 0.09
H 5.8046 -27.1759 -9.5340 0.07
O 1.4857 -26.6561 -12.5358 -0.18
C 7.8400 -19.7541 -10.7884 -0.68
H 4.0314 -16.3231 -2.7882 0.08
C 1.3149 -14.2935 -5.7761 -0.07
H 0.5749 -18.1174 -7.3287 0.10
H 1.7207 -14.2268 -4.7943 0.08
C 4.8430 -16.5097 -9.6517 -0.05
C -2.1507 -25.6581 -12.0931 -0.11
H 2.1722 -19.8121 -12.3214 0.08
C 4.0556 -24.4726 -2.8007 -0.10
O 2.9858 -24.9318 -3.6083 -0.22
C 8.1544 -24.4322 -3.8970 -0.70
O 0.4527 -24.4466 -12.0372 -0.22
O -0.9670 -26.4145 -12.0974 -0.20
H -2.6807 -25.9477 -13.0621 0.12
P 0.2337 -25.7706 -12.8719 0.32
H -2.7614 -26.0374 -11.2974 0.08
P 4.2948 -18.5911 -11.0529 0.31
C 4.0820 -21.6403 -6.3276 -0.64
H -0.4906 -23.9201 -1.1984 0.09
C 1.5327 -23.5683 -12.3280 -0.09
Br 5.3224 -20.4586 -5.3429 0.61
H 1.6116 -23.3139 -13.3754 0.09
H 4.9644 -26.5184 -5.3509 0.03
Br 2.6918 -21.9039 -8.8090 0.64
O 0.7269 -25.9653 -4.1624 -0.22
O 4.7843 -28.0070 -8.0594 -0.19
C 5.1403 -27.5690 -5.2343 -0.14
O -0.0593 -25.5562 -14.3025 -0.23
H 5.2941 -16.2671 -8.6923 0.08
H 4.7529 -17.5475 -14.2902 0.09
H -2.0153 -24.6093 -11.9758 0.07
H 6.8674 -19.9472 -11.1291 -0.01
O 2.5658 -17.7618 -6.6935 -0.21
H 1.4989 -19.5104 -6.5366 0.09
C 8.8143 -20.7628 -11.3561 -0.70
H 3.6664 -23.8261 -2.0057 0.09
H -0.6846 -25.5765 -1.7973 0.10
H 1.1288 -27.7330 -10.7394 0.10
Br 8.9837 -22.6241 -1.8076 0.54
O 3.9409 -28.1617 -5.6924 -0.20
H 0.8663 -18.0481 -5.6382 0.09
C 5.1104 -18.2762 -13.5649 -0.10
H 6.1755 -18.2899 -13.7935 0.08
O 2.7551 -18.2679 -11.1711 -0.21
O 3.0206 -16.4501 -4.5431 -0.22
H 0.2264 -14.0312 -5.7908 0.11